{"formula": "C50H39CoN16O2S3", "method": "ωB97M-V/def2-TZVPD", "s2": 0.765, "total_charge": -1, "homo_lumo_gap_ev": [2.8, 4.4], "e_lumo_ha": [0.0406, 0.0405], "e_tot_ev": -150540.826, "spin_multiplicity": 2, "symbols": ["Co", "O", "C", "N", "C", "O", "C", "C", "C", "C", "C", "N", "C", "C", "C", "C", "C", "N", "H", "H", "H", "H", "H", "H", "H", "H", "N", "C", "N", "N", "N", "N", "C", "N", "N", "N", "N", "H", "N", "S", "N", "S", "N", "S", "N", "C", "C", "C", "C", "C", "C", "C", "C", "C", "C", "C", "C", "C", "C", "C", "C", "C", "C", "C", "C", "C", "C", "C", "C", "C", "C", "C", "C", "C", "C", "C", "C", "C", "C", "C", "C", "H", "H", "H", "H", "H", "H", "H", "H", "H", "H", "H", "H", "H", "H", "H", "H", "H", "H", "H", "H", "H", "H", "H", "H", "H", "H", "H", "H", "H", "H"], "coordinates": [[0.235470, 1.559389, 1.533839], [-0.886874, 2.185363, 5.351962], [-0.790532, 1.945161, 4.139997], [0.387090, 1.591184, 3.448937], [1.527004, 1.265713, 4.087109], [1.559302, 1.374500, 5.479215], [3.021324, 1.709232, 2.368275], [4.487684, 1.513890, 2.092533], [4.943110, 0.967907, 0.955364], [4.012799, 0.510677, -0.028154], [2.672980, 0.680622, 0.222066], [2.131497, 1.280534, 1.279223], [-1.916045, 1.990161, 3.245064], [-3.228488, 2.204248, 3.711571], [-4.269805, 2.211390, 2.827158], [-3.986643, 2.028782, 1.445332], [-2.679880, 1.836835, 1.054411], [-1.656583, 1.786299, 1.906843], [5.133452, 1.853844, 2.891538], [6.008481, 0.851870, 0.782116], [4.335813, 0.047981, -0.953637], [1.977623, 0.301236, -0.509112], [-3.356491, 2.353507, 4.775624], [-5.287073, 2.370496, 3.164749], [-4.770819, 2.059199, 0.700088], [-2.428752, 1.737963, 0.011479], [1.227902, 4.577021, 3.375868], [0.526305, 4.589832, 2.179476], [0.011111, 5.697128, 1.676292], [-0.589224, 5.315890, 0.539150], [-0.447546, 4.049312, 0.364648], [0.255974, 3.527589, 1.392995], [2.150528, 3.579785, 3.604815], [2.414346, 3.422121, 4.993677], [2.208511, 2.548346, 5.830744], [2.691013, 1.024741, 3.606709], [2.728307, 3.126624, 2.560563], [0.974590, 5.243680, 4.084624], [0.031887, -0.313367, 1.654788], [-0.495168, -1.525415, 1.065983], [-0.957463, -1.750543, -0.508005], [-0.130433, -1.638757, -1.816272], [0.505439, -0.298394, -2.252643], [0.041004, 1.204419, -1.698369], [-0.175549, 1.411022, -0.294302], [-1.455776, 1.675819, -2.583280], [-2.600552, 0.919760, -2.368350], [-3.807449, 1.338759, -2.902041], [-3.877427, 2.535425, -3.601860], [-2.739261, 3.310573, -3.767755], [-1.521188, 2.882097, -3.261860], [1.318811, 2.150876, -2.517243], [1.713587, 1.859693, -3.815025], [2.651595, 2.675730, -4.424462], [3.177260, 3.761208, -3.732360], [2.784959, 4.024522, -2.426514], [1.847736, 3.213657, -1.806758], [-1.242440, -2.209056, -3.052538], [-1.211634, -1.623629, -4.314392], [-2.156357, -1.985929, -5.252489], [-3.129112, -2.930059, -4.943006], [-3.147374, -3.517267, -3.682487], [-2.208676, -3.162135, -2.735127], [1.250380, -2.740797, -1.828548], [2.437470, -2.307177, -1.242821], [3.545290, -3.128521, -1.283038], [3.482799, -4.365657, -1.914313], [2.295568, -4.783749, -2.505129], [1.177233, -3.972057, -2.472664], [-1.988157, -2.098518, 1.876942], [-2.756674, -3.159293, 1.416117], [-3.843973, -3.579759, 2.162830], [-4.164781, -2.936002, 3.352025], [-3.401369, -1.862329, 3.793071], [-2.306060, -1.445143, 3.056356], [0.640315, -2.875861, 1.417728], [0.479110, -4.155754, 0.903607], [1.383820, -5.143544, 1.252659], [2.433227, -4.850857, 2.115771], [2.586765, -3.565637, 2.620752], [1.689666, -2.568809, 2.270842], [-2.547458, 0.029537, -1.758038], [-4.694688, 0.737084, -2.749591], [-4.827282, 2.880167, -3.990238], [-2.802168, 4.264414, -4.274579], [-0.633510, 3.489965, -3.376012], [1.293260, 1.001122, -4.322957], [2.970364, 2.470712, -5.438760], [3.901926, 4.404055, -4.216080], [3.202132, 4.864263, -1.888167], [1.515716, 3.388078, -0.788426], [-0.452608, -0.882050, -4.524876], [-2.145009, -1.525526, -6.231254], [-3.875526, -3.199309, -5.677853], [-3.908847, -4.246129, -3.437975], [-2.224144, -3.577413, -1.736459], [2.475239, -1.342684, -0.743197], [4.463571, -2.803897, -0.812037], [4.357718, -5.000613, -1.952544], [2.246045, -5.745351, -2.999221], [0.252497, -4.284802, -2.939639], [-2.509922, -3.640261, 0.478883], [-4.445865, -4.411975, 1.819090], [-5.013769, -3.271439, 3.933817], [-3.653963, -1.351046, 4.711884], [-1.688179, -0.610945, 3.374572], [-0.336496, -4.373022, 0.226423], [1.272775, -6.142240, 0.848256], [3.132339, -5.628963, 2.395597], [3.404829, -3.333477, 3.289491], [1.786479, -1.547798, 2.630927]], "atomic_forces_ev_per_a": [[-0.3, 0.4, 0.8], [0.1, -0.1, -0.1], [-0.7, 0.2, 0.0], [0.5, 0.0, 0.6], [0.2, -0.1, -0.7], [-0.2, -0.1, 0.1], [-0.4, -0.2, 0.2], [0.1, -0.1, -0.3], [-0.1, 0.1, 0.4], [-0.2, -0.3, -0.3], [0.2, 0.3, 0.2], [0.8, 0.1, -0.2], [0.5, 0.0, 0.4], [-0.3, 0.0, -0.1], [0.1, 0.0, 0.3], [0.0, -0.1, -0.2], [-0.2, 0.0, 0.1], [-0.3, 0.0, 0.0], [0.0, 0.0, 0.0], [0.0, 0.0, 0.1], [0.0, 0.0, 0.0], [-0.1, 0.2, 0.1], [0.0, 0.0, 0.0], [0.0, 0.0, 0.0], [0.0, 0.0, 0.0], [0.0, 0.0, 0.0], [0.1, -0.1, 0.4], [-0.2, -0.3, -0.4], [0.2, 0.1, 0.2], [0.0, 0.0, 0.0], [-0.1, 0.0, 0.0], [0.0, 0.7, 0.0], [0.1, 0.1, -1.3], [0.0, -0.2, 0.7], [0.0, 0.3, -0.1], [0.1, 0.1, 0.3], [0.0, 0.1, 0.3], [0.0, 0.0, 0.0], [-0.3, -1.4, -0.7], [0.8, 0.9, 1.3], [-0.2, -0.5, -0.8], [0.6, 1.1, 1.3], [-0.4, -0.8, -0.6], [-0.5, 0.9, 1.1], [0.1, -0.2, -1.5], [0.2, -0.2, -0.1], [0.1, -0.1, -0.1], [0.0, -0.1, 0.0], [0.0, 0.1, 0.0], [-0.1, 0.0, 0.0], [0.2, 0.0, 0.0], [0.0, -0.2, -0.2], [0.0, 0.0, 0.0], [0.0, 0.0, -0.1], [0.0, 0.0, 0.1], [0.1, 0.0, -0.2], [-0.2, -0.1, 0.3], [-0.7, -0.2, -0.4], [0.4, 0.1, 0.5], [-0.3, -0.2, -0.2], [0.2, 0.1, 0.2], [-0.2, -0.1, -0.2], [0.3, 0.3, 0.3], [0.5, -0.4, -0.6], [-0.6, 0.2, 0.1], [0.2, -0.3, 0.1], [-0.2, 0.1, 0.0], [0.2, -0.2, 0.0], [-0.3, 0.2, 0.1], [-0.3, -0.2, -0.3], [0.1, 0.1, -0.1], [-0.1, -0.1, 0.0], [0.1, 0.1, 0.0], [-0.2, -0.2, 0.0], [0.4, 0.2, -0.1], [0.0, -0.3, -0.1], [0.0, 0.1, 0.0], [0.0, -0.1, 0.0], [0.0, 0.1, 0.0], [0.1, -0.2, 0.0], [-0.1, 0.3, -0.1], [0.0, -0.1, 0.1], [0.0, 0.0, 0.0], [0.0, 0.0, 0.0], [0.0, 0.0, 0.0], [0.0, 0.0, 0.0], [0.0, 0.0, -0.1], [0.0, 0.0, 0.0], [0.0, 0.0, 0.0], [0.0, 0.0, 0.0], [0.1, 0.0, 0.0], [-0.1, 0.0, 0.0], [0.0, 0.0, 0.0], [0.0, 0.0, 0.0], [0.0, 0.0, 0.0], [-0.1, 0.0, 0.0], [0.2, -0.3, -0.1], [0.0, 0.1, 0.0], [0.0, 0.0, 0.0], [0.0, 0.0, 0.0], [0.1, -0.1, 0.0], [0.0, 0.0, 0.0], [0.0, 0.0, 0.0], [0.0, 0.0, 0.0], [0.0, 0.0, 0.0], [-0.1, 0.0, 0.0], [0.0, 0.0, 0.0], [0.0, 0.0, 0.0], [0.0, 0.0, 0.0], [0.0, 0.0, 0.0], [0.1, 0.0, 0.0]]}



{"formula": "H5N2OPS2", "method": "ωB97M-V/def2-TZVPD", "e_above_lowest_kcal_mol": 48.08, "smiles": "OP(S)NNS", "total_charge": 0, "homo_lumo_gap_ev": 9.0, "e_lumo_ha": 0.0223, "e_tot_ev": -36066.667, "symbols": ["N", "N", "O", "P", "S", "S", "H", "H", "H", "H", "H"], "coordinates": [[1.613163, 0.563479, 0.344745], [0.256653, 0.231954, 0.573856], [-1.676149, 1.450512, -0.470698], [-0.837991, -0.021595, -0.722096], [2.387487, -0.808240, -0.404331], [-2.082286, -1.258139, 0.447339], [1.626644, 1.562576, 0.015246], [3.733821, -0.623894, 0.051789], [0.195739, -0.597853, 1.316982], [-2.534466, 1.586937, -0.750567], [-2.682615, -2.085737, -0.402262]], "atomic_forces_ev_per_a": [[-0.7, 0.7, 0.2], [0.0, -2.5, 2.4], [3.9, -1.1, 0.9], [-1.1, 1.5, -0.1], [1.9, 1.0, 0.0], [-0.3, -0.2, 1.0], [0.5, -1.8, -0.3], [-1.9, -0.1, -0.4], [0.3, 2.5, -1.9], [-2.8, -0.1, -1.2], [0.2, 0.0, -0.6]]}



{"formula": "C18H45BFN5O13PS", "method": "ωB97M-V/def2-TZVPD", "total_charge": -1, "homo_lumo_gap_ev": 8.5, "e_lumo_ha": 0.0861, "e_tot_ev": -76984.068, "symbols": ["C", "C", "O", "N", "C", "C", "P", "O", "O", "O", "O", "B", "S", "O", "O", "F", "O", "C", "C", "O", "N", "O", "H", "H", "H", "H", "H", "H", "H", "H", "H", "H", "H", "H", "C", "C", "C", "O", "C", "N", "H", "H", "H", "H", "H", "H", "H", "H", "H", "H", "H", "C", "C", "C", "O", "C", "N", "H", "H", "H", "H", "H", "H", "H", "H", "H", "H", "H", "C", "C", "C", "O", "C", "N", "H", "H", "H", "H", "H", "H", "H", "H", "H", "H", "H"], "coordinates": [[0.818902, 5.637811, -0.240143], [1.621975, 4.381917, -0.514865], [2.672886, 4.452293, -1.115624], [0.994875, 3.194385, -0.162997], [0.646679, 3.061200, 1.270716], [1.551426, 1.917183, -0.673240], [1.790435, 1.924864, -2.536365], [1.404298, 0.672043, -3.177310], [3.311448, 2.265018, -2.798086], [0.938856, 3.195400, -3.067898], [2.756283, 1.523886, -0.094951], [2.532128, 0.104569, 0.344152], [4.124304, -0.987579, 0.071371], [5.314647, -0.203093, 0.210758], [4.053242, -1.957746, -0.981017], [4.087530, -1.888609, 1.413594], [1.411538, -0.356665, -0.442650], [0.575632, 0.774087, -0.316536], [-0.733271, 0.623008, -1.069131], [-1.847746, 0.886624, -0.157555], [-2.035888, -0.306933, 0.524637], [-2.409612, -0.143616, 1.627991], [-0.004096, 5.671483, -0.955335], [0.406587, 5.681019, 0.763098], [1.464756, 6.500311, -0.389777], [0.654636, 4.024603, 1.767633], [1.387246, 2.417542, 1.752997], [-0.343927, 2.628127, 1.397263], [3.556164, 3.188260, -2.667346], [1.470809, 3.874115, -3.495629], [2.358057, 0.095838, 1.563019], [0.332237, 0.829923, 0.753265], [-0.829246, -0.415307, -1.390531], [-0.854575, 1.266197, -1.936325], [-0.417070, -2.123562, -7.116602], [0.015931, -2.885773, -5.866781], [-1.075345, -2.988219, -4.788984], [-1.265572, -1.793279, -4.067934], [-2.083029, -0.824900, -4.680345], [1.244882, -2.290181, -5.348298], [-0.413291, -1.047873, -6.943717], [0.280919, -2.323268, -7.929914], [-1.417813, -2.419723, -7.440865], [0.246887, -3.912033, -6.175602], [-0.753619, -3.724315, -4.048192], [-2.029735, -3.337865, -5.211952], [-2.896778, -1.285464, -5.253408], [-1.505994, -0.168662, -5.337114], [-2.511825, -0.209511, -3.888795], [1.611652, -2.862500, -4.593286], [1.010069, -1.411618, -4.886199], [-3.228011, 3.754171, 4.289767], [-2.848732, 2.291166, 4.075234], [-2.787360, 1.471062, 5.368483], [-1.646735, 1.704802, 6.172567], [-1.707687, 2.837860, 7.009455], [-1.609475, 2.233099, 3.299994], [-2.382155, 4.330973, 4.666131], [-3.529384, 4.200203, 3.342289], [-4.055180, 3.855554, 4.995591], [-3.631759, 1.831359, 3.463374], [-2.736655, 0.413909, 5.098160], [-3.700020, 1.619239, 5.963719], [-2.725041, 3.001200, 7.382797], [-1.370140, 3.747677, 6.505517], [-1.047985, 2.651380, 7.856644], [-1.419667, 1.265899, 3.049699], [-0.849222, 2.494031, 3.924923], [1.352336, -3.938189, -0.125472], [0.570792, -3.199895, 0.955176], [0.734126, -3.783777, 2.359493], [0.018594, -4.988345, 2.605972], [0.643786, -6.162127, 2.141031], [-0.830630, -3.087158, 0.537353], [0.851977, -4.865769, -0.415565], [1.425494, -3.305927, -1.009840], [2.365374, -4.174390, 0.204441], [0.970457, -2.182357, 0.998369], [0.336894, -3.064099, 3.079906], [1.797370, -3.930214, 2.591157], [1.733380, -6.094983, 2.232939], [0.397946, -6.380783, 1.098030], [0.289202, -6.988678, 2.758967], [-1.320806, -2.486029, 1.192766], [-1.280570, -3.994279, 0.631733]], "atomic_forces_ev_per_a": [[0.3, 0.1, 0.1], [-0.6, -0.1, 0.2], [0.2, -0.1, -0.6], [0.9, -0.3, 0.4], [-0.4, 0.0, -0.1], [-0.3, 0.5, -0.4], [0.1, 0.1, 0.3], [-0.3, -0.1, -0.1], [0.1, 0.1, -0.6], [0.0, 0.0, -0.1], [-0.2, -0.2, 0.0], [0.0, 0.5, 0.4], [-0.1, 0.3, -0.4], [0.2, 0.0, 0.1], [0.0, -0.1, -0.1], [0.0, -0.1, 0.2], [0.0, -0.1, 0.3], [0.2, -0.8, -0.1], [-0.3, -0.3, -0.3], [0.4, -0.2, 0.2], [0.0, 0.1, 0.0], [-0.4, 0.1, -0.2], [0.0, 0.0, 0.0], [-0.1, 0.0, 0.0], [0.0, 0.0, 0.0], [0.0, 0.1, 0.0], [0.0, 0.1, 0.0], [0.1, 0.2, 0.0], [0.0, 0.0, 0.6], [0.0, 0.0, 0.0], [0.1, -0.2, -0.1], [-0.1, 0.3, -0.2], [0.2, 0.0, -0.1], [-0.1, 0.2, 0.2], [0.0, 0.0, 0.0], [0.0, 0.1, 0.1], [0.1, -0.1, -0.1], [-0.2, 0.0, 0.1], [0.1, 0.1, 0.0], [-0.1, 0.0, 0.1], [0.0, 0.0, 0.0], [0.0, 0.0, 0.0], [0.0, 0.0, 0.0], [0.0, 0.0, 0.1], [0.0, 0.0, 0.0], [0.0, 0.0, -0.1], [0.0, 0.0, 0.0], [-0.1, 0.0, 0.0], [0.0, 0.0, 0.0], [0.1, 0.0, -0.1], [0.1, 0.1, -0.1], [0.0, 0.0, 0.0], [0.0, 0.1, -0.1], [-0.1, -0.1, 0.0], [0.0, 0.0, 0.0], [0.0, 0.0, 0.0], [0.0, -0.1, 0.5], [0.0, 0.0, 0.0], [0.0, 0.0, 0.0], [0.0, 0.0, 0.0], [0.0, 0.0, 0.0], [0.0, 0.0, 0.0], [0.0, 0.0, 0.0], [0.0, 0.0, 0.0], [0.0, 0.0, 0.0], [0.0, 0.0, 0.0], [-0.1, 0.1, -0.1], [0.0, 0.0, -0.1], [0.0, 0.0, 0.0], [0.0, -0.1, -0.2], [0.0, 0.1, 0.0], [0.0, 0.0, 0.0], [0.0, 0.0, 0.0], [0.0, -0.1, 0.3], [0.0, 0.0, 0.0], [0.0, 0.0, 0.0], [0.0, 0.0, 0.0], [0.0, 0.0, 0.0], [0.0, 0.0, 0.0], [0.0, 0.0, 0.0], [0.0, 0.0, 0.0], [0.0, 0.0, 0.0], [0.0, 0.0, 0.0], [0.0, 0.0, -0.1], [0.1, 0.0, 0.0]]}



- What is the formula in the third record?
  C18H45BFN5O13PS